{"formula": "C15H24F9FeNO10S3", "method": "wB97M-V/def2-TZVPD", "elements": ["Fe", "C", "F", "F", "F", "S", "O", "O", "O", "C", "F", "F", "F", "S", "O", "O", "N", "S", "O", "O", "C", "F", "F", "F", "C", "C", "C", "O", "C", "H", "H", "H", "H", "H", "H", "H", "H", "C", "C", "C", "O", "C", "H", "H", "H", "H", "H", "H", "H", "H", "C", "C", "C", "O", "C", "H", "H", "H", "H", "H", "H", "H", "H"], "positions_angstrom": [[2.0993, 4.2422, -17.4738], [3.7334, 7.9900, -15.3251], [4.2202, 8.5974, -14.2523], [2.7257, 8.7036, -15.8096], [4.7069, 7.9282, -16.2262], [3.2539, 6.1929, -14.8426], [2.1879, 6.3090, -13.8804], [2.9119, 5.5221, -16.1087], [4.4801, 5.6205, -14.3252], [1.1001, 0.3644, -18.2224], [0.5135, -0.4831, -19.0431], [0.2244, 0.7355, -17.2756], [2.0732, -0.2585, -17.5796], [1.6578, 1.9030, -19.1755], [2.0014, 1.5087, -20.5044], [0.5843, 2.8698, -18.9853], [2.8749, 2.5989, -18.1859], [4.2314, 1.9790, -18.8190], [4.1826, 0.5523, -19.0177], [4.8431, 2.7974, -19.8548], [5.3791, 2.1819, -17.2977], [5.1653, 1.2348, -16.4045], [6.6118, 2.1092, -17.7528], [5.1917, 3.3686, -16.7520], [0.7324, 3.1203, -13.4685], [1.2256, 1.7763, -13.9633], [2.0587, 2.1892, -15.1778], [1.3692, 3.3503, -15.7605], [0.3805, 3.7877, -14.7826], [1.4570, 3.7207, -12.9227], [-0.1893, 2.9247, -12.9196], [0.4820, 1.0366, -14.2641], [1.9215, 1.2126, -13.3376], [2.2600, 1.3699, -15.8562], [2.9699, 2.6687, -14.8096], [-0.6122, 3.4235, -15.0647], [0.4192, 4.8744, -14.8002], [4.0142, 6.6198, -20.7118], [3.0339, 5.8041, -21.5300], [2.0224, 5.3955, -20.4758], [2.7623, 5.2048, -19.2734], [3.9593, 6.0297, -19.3149], [3.8038, 7.6915, -20.6549], [5.0150, 6.5586, -21.1406], [3.6203, 4.9507, -21.8741], [2.5792, 6.3662, -22.3418], [1.3852, 4.5624, -20.7686], [1.3081, 6.2173, -20.3205], [4.8188, 5.3717, -19.1871], [3.9614, 6.8154, -18.5621], [-0.6440, 7.2871, -16.4920], [-1.6545, 6.2015, -16.9092], [-0.7996, 5.2032, -17.7478], [0.5484, 5.6658, -17.6414], [0.5120, 7.0831, -17.4577], [-0.3431, 7.0975, -15.4620], [-0.9776, 8.3197, -16.5942], [-2.4040, 6.6027, -17.5894], [-2.0839, 5.6904, -16.0521], [-1.2234, 5.1329, -18.7509], [-0.8260, 4.2049, -17.3153], [0.3257, 7.5168, -18.4439], [1.4224, 7.4522, -17.0019]], "atomic_forces_ev_per_a": [[-0.634, 1.706, 0.590], [0.309, -1.597, 0.705], [-0.216, 0.114, 0.158], [-0.280, 0.200, -0.139], [0.050, 0.092, -0.512], [1.818, -0.647, 1.139], [-0.447, 0.328, -0.661], [-0.345, 0.885, -0.600], [-0.466, 0.782, -0.258], [-0.145, -0.205, 0.723], [-0.065, 0.137, -0.308], [-0.124, 0.306, -0.382], [0.337, 0.071, -0.282], [-0.604, 1.329, 1.072], [0.020, 0.124, 0.684], [0.306, -0.489, 0.063], [-0.793, -3.342, -2.762], [3.797, 0.163, 0.308], [-0.418, 0.646, 0.050], [-1.020, -0.480, 1.105], [-0.835, 0.100, -1.448], [-0.106, -0.195, 0.227], [0.527, -0.201, 0.011], [-0.166, 0.485, 0.410], [-0.790, -0.371, -0.179], [1.651, -0.543, -0.891], [0.244, 0.893, 0.987], [-0.853, -1.498, 0.260], [-0.224, 0.261, -0.394], [0.058, -0.283, 0.186], [0.142, 0.577, 0.397], [-0.486, 0.447, 0.069], [-0.178, 0.304, 0.474], [-0.089, 0.336, -0.394], [0.389, -0.617, -0.108], [0.069, 0.110, -0.424], [-0.079, -0.011, 0.265], [0.523, 1.066, -0.113], [0.285, -0.149, 0.516], [-0.865, 0.877, -0.693], [0.291, 0.110, 0.024], [0.608, -0.424, -0.444], [-0.377, -0.097, -0.206], [0.030, -0.092, 0.146], [-0.517, -0.202, -0.327], [0.052, -0.181, -0.124], [0.481, -0.499, 0.441], [0.125, 0.126, 0.068], [-0.167, -0.114, 0.402], [-0.298, -0.262, 0.271], [-0.191, -0.078, -0.303], [0.576, 0.007, -0.746], [-0.931, -0.048, 1.244], [-0.070, -0.329, -0.439], [-0.300, -0.081, 0.404], [0.301, 0.217, -0.048], [-0.362, -0.111, 0.229], [-0.330, 0.023, 0.400], [-0.290, 0.193, -0.043], [0.707, 0.163, -0.317], [0.071, -0.045, -0.128], [0.034, 0.326, 0.107], [0.262, -0.311, -0.461]], "spin_multiplicity": 5, "homo_lumo_gap_ev": [10.45, 9.66], "homo_energy_ev": [-10.124, -9.343], "energy_ha": -4750.16914, "total_charge": 0}